*A*
Molecular formula: CH4N2O
Method: DFT, wB97M-V/def2-TZVPD

Values from the calculation:
**HOMO energy**: -8.78 eV
**Total charge**: 0

CARTESIAN COORDINATES (ANGSTROEM)
H (-1.44, 2.01, 1.13)
N (-1.10, 1.07, 0.78)
N (-0.45, 1.13, -0.22)
C (0.40, -0.34, -0.54)
O (0.32, -1.76, -0.41)
H (0.87, -0.10, -1.39)
H (1.20, 0.01, 0.12)
H (0.22, -2.01, 0.53)

Löwdin atomic charge list, values in e, 4 entries: number 1, H, carries 0.07; number 2, N, carries -0.02; number 3, N, carries -0.04; number 4, C, carries -0.19


*B*
Molecular formula: CH4N2O
Method: DFT, wB97M-V/def2-TZVPD

Values from the calculation:
**HOMO energy (alpha / beta)**: -10.15 / -10.14 eV
**Total charge**: 0

CARTESIAN COORDINATES (ANGSTROEM)
H (1.59, -1.56, 0.01)
N (0.62, -1.30, 0.00)
N (0.54, -0.08, 0.00)
C (-0.84, 0.37, 0.01)
O (1.59, 0.78, 0.02)
H (-1.51, 0.10, -0.85)
H (-0.77, 1.53, -0.13)
H (-1.22, 0.15, 0.92)

Löwdin atomic charge list, values in e, 4 entries: number 1, H, carries 0.09; number 2, N, carries 0.16; number 3, N, carries -0.40; number 4, C, carries -0.02


Last place for stability: *A*


*A*
Molecular formula: CH4N2O
Method: DFT, wB97M-V/def2-TZVPD

Values from the calculation:
**HOMO energy (alpha / beta)**: -9.00 / -8.71 eV
**Total charge**: 0

CARTESIAN COORDINATES (ANGSTROEM)
N (0.91, -1.42, -0.66)
C (-0.83, 1.47, 0.52)
O (0.32, -0.30, -0.24)
N (-1.18, 0.32, 0.75)
H (0.39, -1.92, -1.37)
H (1.34, -1.97, 0.08)
H (-1.11, 2.39, 1.03)
H (0.16, 1.43, -0.10)

Löwdin atomic charge list, values in e, 4 entries: number 1, N, carries 0.00; number 2, C, carries -0.16; number 3, O, carries -0.30; number 4, N, carries 0.09


*B*
Molecular formula: CH4N2O
Method: DFT, wB97M-V/def2-TZVPD

Values from the calculation:
**HOMO energy**: -9.78 eV
**Total charge**: 0

CARTESIAN COORDINATES (ANGSTROEM)
N (0.66, -0.03, -0.99)
C (-0.11, -0.42, 0.02)
N (-0.45, 0.55, 0.95)
O (-0.67, -1.65, 0.10)
H (1.10, 0.82, -0.72)
H (1.38, -0.67, -1.27)
H (-0.77, 1.42, 0.46)
H (-1.13, -0.01, 1.45)

Löwdin atomic charge list, values in e, 4 entries: number 1, N, carries 0.15; number 2, C, carries -0.59; number 3, N, carries 0.11; number 4, O, carries -0.09


Last place for stability: *A*